{"formula": "C45H90O36", "method": "wB97M-V/def2-TZVPD", "elements": ["C", "O", "H", "H", "H", "H", "C", "O", "H", "H", "H", "H", "C", "O", "H", "H", "H", "H", "C", "O", "H", "H", "H", "H", "C", "O", "H", "H", "H", "H", "C", "O", "H", "H", "H", "H", "C", "O", "H", "H", "H", "H", "C", "O", "H", "H", "H", "H", "C", "O", "H", "H", "H", "H", "C", "C", "C", "O", "C", "O", "O", "H", "H", "H", "H", "H", "H", "C", "C", "C", "O", "C", "O", "O", "H", "H", "H", "H", "H", "H", "C", "C", "C", "O", "C", "O", "O", "H", "H", "H", "H", "H", "H", "C", "C", "C", "O", "C", "O", "O", "H", "H", "H", "H", "H", "H", "C", "C", "C", "O", "C", "O", "O", "H", "H", "H", "H", "H", "H", "C", "C", "C", "O", "C", "O", "O", "H", "H", "H", "H", "H", "H", "C", "C", "C", "O", "C", "O", "O", "H", "H", "H", "H", "H", "H", "C", "C", "C", "O", "C", "O", "O", "H", "H", "H", "H", "H", "H", "C", "C", "C", "O", "C", "O", "O", "H", "H", "H", "H", "H", "H"], "xyz": [[-3.019802, -2.955357, 4.090542], [-1.898324, -2.523355, 3.335368], [-3.737729, -2.129771, 4.075125], [-3.551608, -3.747830, 3.556995], [-2.778149, -3.387171, 5.061266], [-1.337817, -2.073940, 3.985830], [-4.304296, 3.367941, -0.616546], [-4.792508, 4.688818, -0.377678], [-3.772962, 3.235785, -1.562379], [-3.675817, 2.985686, 0.189549], [-5.167064, 2.707947, -0.712520], [-4.011642, 5.237301, -0.260531], [-4.409060, 1.056725, 3.323866], [-5.840067, 1.060562, 3.282869], [-4.107285, 2.107221, 3.331439], [-4.017049, 0.614887, 4.240417], [-3.922728, 0.647593, 2.437674], [-6.137279, 0.690556, 4.116881], [3.333471, -0.330719, 5.701431], [2.612158, -0.445386, 4.488716], [4.087728, -1.119500, 5.710280], [3.766039, 0.652257, 5.887565], [2.635685, -0.561376, 6.509730], [3.045218, 0.024086, 3.758579], [2.506218, 2.205135, 2.791358], [3.415792, 1.134447, 2.408266], [1.665443, 2.214816, 2.095955], [2.128676, 2.028658, 3.793083], [3.058700, 3.139064, 2.693476], [3.798055, 1.400066, 1.564687], [-2.074505, -4.337192, 0.355912], [-0.963348, -3.563298, 0.840205], [-2.721462, -4.717732, 1.143891], [-2.599749, -3.720092, -0.375222], [-1.620055, -5.180219, -0.166944], [-1.307469, -3.026075, 1.568543], [-5.152028, -1.617575, 0.884239], [-5.365528, -3.007579, 0.644172], [-5.707934, -0.964707, 0.209111], [-5.348017, -1.428270, 1.937100], [-4.096428, -1.415128, 0.665653], [-5.400877, -3.008142, -0.318531], [1.505396, -4.204600, -1.515052], [1.329434, -4.720716, -0.217860], [1.802937, -3.150680, -1.523241], [2.353790, -4.710521, -1.983470], [0.670665, -4.306804, -2.213305], [0.446665, -4.436878, 0.069931], [-0.675859, 0.121147, 4.976375], [0.051558, -1.099097, 4.797432], [-1.742752, 0.005561, 4.781543], [-0.635668, 0.345313, 6.047761], [-0.323347, 1.004294, 4.443580], [0.990619, -0.823820, 4.755029], [2.602473, -1.010094, -2.578726], [3.419395, 0.286979, -2.612927], [2.571827, 1.549592, -2.747485], [3.124623, 2.426447, -1.789536], [3.933572, 1.787698, -0.954523], [4.449927, 2.266292, 0.025594], [3.997857, 0.502135, -1.322688], [2.082746, -1.119451, -3.534473], [1.795519, -1.059241, -1.849072], [3.326979, -1.821789, -2.527366], [4.077547, 0.191020, -3.477966], [1.509373, 1.345518, -2.601500], [2.606561, 1.937253, -3.765490], [-1.773848, 3.058200, -4.414583], [-0.992370, 2.573277, -5.632840], [0.139685, 1.586122, -5.312471], [-0.181620, 0.416097, -6.034084], [-1.326642, 0.587295, -6.700157], [-1.771324, -0.174291, -7.517986], [-1.895312, 1.722277, -6.295776], [-2.770504, 3.365154, -4.727552], [-1.218349, 3.871772, -3.949406], [-1.875044, 2.212018, -3.736466], [-0.589776, 3.367911, -6.263770], [0.314278, 1.412306, -4.248162], [1.111839, 1.950517, -5.651992], [1.026736, 7.623752, -3.208781], [1.883719, 6.369362, -3.366191], [1.415050, 5.133896, -2.610606], [1.347313, 4.166539, -3.646502], [1.709708, 4.672086, -4.821822], [1.954044, 4.035095, -5.818125], [1.881305, 5.978958, -4.722228], [0.006917, 7.458147, -3.555070], [1.455912, 8.525239, -3.640229], [0.941005, 7.818475, -2.135761], [2.935741, 6.515443, -3.107458], [0.469802, 5.302216, -2.093603], [2.148452, 4.862076, -1.853555], [1.000456, -3.736242, 3.407958], [2.106832, -4.716197, 3.837427], [3.078721, -4.113860, 4.845688], [3.334446, -5.169994, 5.766696], [2.480806, -6.176017, 5.524498], [2.473943, -7.212526, 6.131635], [1.622999, -5.851617, 4.554512], [0.303476, -3.459357, 4.197125], [0.412589, -4.257156, 2.648114], [1.438361, -2.873595, 2.908317], [2.614606, -5.049860, 2.930148], [2.616231, -3.245333, 5.316871], [4.015260, -3.787536, 4.400254], [-4.097747, -0.725904, -2.633379], [-4.071689, 0.042193, -3.958150], [-4.935533, -0.547896, -5.073982], [-5.619016, 0.598913, -5.530604], [-5.465910, 1.658408, -4.715612], [-6.090235, 2.672839, -4.773069], [-4.519138, 1.347956, -3.781813], [-3.696417, -1.731483, -2.744244], [-5.076503, -0.770092, -2.152266], [-3.452863, -0.135285, -1.979359], [-3.028741, 0.059337, -4.280478], [-5.610666, -1.326652, -4.715471], [-4.303767, -0.983605, -5.847492], [3.587116, -2.789401, 0.271908], [4.637430, -3.157535, 1.309414], [6.039638, -2.726646, 0.929241], [6.528060, -1.977061, 2.044549], [5.531076, -1.764480, 2.900628], [5.705803, -1.207430, 3.955066], [4.409037, -2.358165, 2.483638], [2.559215, -2.838623, 0.636471], [3.663403, -3.323603, -0.674385], [3.639848, -1.726109, 0.020638], [4.669746, -4.224768, 1.533160], [5.987842, -2.057517, 0.069193], [6.692342, -3.580550, 0.761843], [0.752198, -4.333652, -5.512139], [0.044774, -2.981116, -5.427643], [-1.477633, -3.034951, -5.496274], [-1.834360, -2.088382, -4.467175], [-0.773239, -1.742307, -3.722633], [-0.830607, -0.984322, -2.786631], [0.332709, -2.255101, -4.212413], [0.520456, -4.990596, -4.671684], [1.837401, -4.230751, -5.503224], [0.478159, -4.862736, -6.424545], [0.393987, -2.348373, -6.244042], [-1.935589, -4.003894, -5.299389], [-1.873044, -2.614648, -6.419731], [1.429192, 5.572192, 5.016320], [0.560285, 4.347979, 5.356823], [-0.840519, 4.638841, 5.865151], [-1.689662, 3.893288, 5.017581], [-0.995860, 3.456040, 3.932559], [-1.475008, 3.008855, 2.937186], [0.334881, 3.650265, 4.146011], [0.877092, 6.138126, 4.265215], [2.402601, 5.301638, 4.609065], [1.656875, 6.226416, 5.858586], [1.029160, 3.623783, 6.028030], [-1.076158, 5.696660, 5.697871], [-1.086867, 4.509739, 6.917534], [0.866760, -0.672576, 1.453646], [0.059977, -0.258700, 0.247535], [-1.391632, 0.055289, 0.583309], [-1.632334, 1.172781, -0.304117], [-0.506225, 1.667506, -0.757026], [-0.420200, 2.583126, -1.539708], [0.516760, 1.007630, -0.232160], [0.849625, 0.132018, 2.189127], [1.911218, -0.856720, 1.200475], [0.480730, -1.571907, 1.933202], [0.120653, -1.007839, -0.544205], [-1.504598, 0.405548, 1.610094], [-2.126165, -0.681333, 0.267919]], "forces_ev_per_a": [[-1.018, -0.211, -1.114], [0.048, -0.216, 0.435], [-0.073, -0.022, 0.846], [0.300, -0.077, -0.209], [0.128, 0.493, 0.170], [0.651, 0.137, -0.443], [-0.436, -0.495, -0.185], [0.479, -0.365, -0.115], [0.190, 0.415, -0.029], [0.036, 0.151, 0.107], [-0.128, 0.125, 0.210], [-0.114, 0.146, 0.014], [0.003, 1.438, 0.190], [0.393, -0.650, -0.075], [0.234, -0.021, 0.089], [-0.004, -0.282, -0.115], [-0.410, -0.490, -0.017], [-0.193, 0.001, -0.084], [-0.040, -0.880, 0.306], [-0.475, 0.269, 0.073], [0.295, 0.406, 0.178], [0.080, 0.014, -0.238], [-0.080, 0.156, 0.022], [0.306, -0.121, -0.163], [0.733, -0.580, -1.057], [-0.790, 0.400, 0.784], [-0.137, 0.160, 0.080], [0.252, -0.026, 0.037], [-0.237, 0.221, 0.334], [0.331, -0.018, -0.125], [0.893, 0.260, -0.538], [-0.663, -0.156, -0.043], [-0.052, 0.207, 0.028], [-0.459, -0.219, 0.102], [-0.241, -0.131, -0.034], [0.196, 0.012, 0.393], [0.968, -0.178, 0.184], [-0.345, 0.503, -0.642], [-0.440, -0.057, 0.326], [-0.162, 0.261, -0.157], [0.046, 0.249, 0.301], [-0.099, -0.787, 0.019], [0.744, 0.198, -0.524], [-0.510, -0.150, -0.520], [-0.414, -0.038, 0.167], [-0.040, -0.253, 0.063], [-0.328, -0.194, 0.319], [0.261, 0.162, 0.434], [-0.158, -0.240, 1.467], [-0.801, 0.965, -0.361], [0.081, -0.312, -0.431], [0.001, 0.363, 0.045], [0.334, -0.329, -0.403], [0.271, -0.350, -0.364], [0.458, 0.582, -0.932], [-2.205, -0.462, 0.186], [-0.466, -0.925, -1.215], [-0.211, 1.420, -0.126], [-0.473, -0.262, 0.322], [-0.306, -0.374, -0.777], [1.568, -0.639, 0.164], [0.272, 0.121, -0.011], [0.433, 0.171, 0.352], [-0.291, -0.256, 0.318], [0.926, 0.219, 0.654], [0.142, 0.235, 0.779], [0.474, 0.484, 0.235], [0.684, 0.093, -0.490], [0.207, -0.251, 1.607], [1.434, 1.049, 0.514], [0.394, -1.021, -0.052], [-0.335, -0.177, -0.437], [0.167, 0.185, 0.769], [-1.161, -0.173, -1.768], [0.076, 0.246, 0.031], [-0.273, -0.065, 0.298], [0.009, 0.206, 0.228], [-0.482, -0.031, -0.250], [-0.784, -0.425, -0.006], [-0.257, -0.001, -0.347], [0.255, -0.348, 1.022], [0.144, 1.199, 0.337], [-0.076, 0.754, 0.347], [-0.467, -1.296, 0.493], [1.131, -0.348, -0.934], [-0.707, 0.293, 0.784], [0.020, 0.375, -0.951], [0.101, -0.061, -0.270], [0.039, -0.203, -0.303], [0.016, 0.064, 0.039], [-0.097, 0.531, 0.016], [-0.267, -0.430, -0.381], [-0.041, -0.426, -0.166], [0.049, -1.598, -0.331], [-0.148, 1.307, -0.094], [0.154, 0.465, -0.386], [0.238, 0.191, -0.007], [-0.008, -1.020, 1.079], [-0.053, 0.747, -0.475], [-0.564, -0.203, -0.652], [0.479, 0.081, 0.169], [-0.047, 0.141, 0.041], [0.175, -0.001, 0.401], [0.059, -0.255, 0.052], [0.046, -0.142, 0.406], [-0.004, -0.076, 0.059], [0.163, 0.821, 0.065], [0.801, -1.948, 0.510], [0.714, 0.152, 0.495], [-0.920, 0.020, -0.997], [-0.057, -0.192, 0.519], [0.655, -0.510, -0.048], [-0.844, 1.279, -0.034], [0.072, 0.057, -0.068], [-0.199, 0.063, -0.340], [0.107, -0.338, 0.262], [-0.010, 0.220, -0.017], [-0.320, 0.250, 0.005], [-0.180, 0.234, -0.264], [-0.285, 0.807, 0.133], [-0.237, 0.536, -0.541], [0.338, 0.335, -0.521], [0.247, -0.254, -0.679], [0.933, 0.089, 1.648], [-0.760, -0.253, -1.031], [-0.804, -0.251, 0.337], [0.242, -0.820, 0.169], [0.223, -0.281, 0.357], [0.677, 0.076, 0.044], [-0.526, 0.056, 0.439], [0.328, -0.110, -0.108], [0.145, 0.188, -0.132], [0.122, 0.149, 0.583], [0.548, -0.589, -1.073], [-0.040, 0.827, 0.297], [-0.642, -0.309, 0.312], [-0.726, 1.184, 0.229], [0.046, -0.532, -0.329], [0.618, -1.103, -0.327], [-0.274, 0.114, 0.053], [-0.017, 0.216, -0.123], [-0.105, 0.182, -0.080], [0.098, 0.076, 0.058], [0.141, -0.019, 0.232], [0.144, -0.183, -0.116], [-0.280, -0.256, 0.246], [1.037, -0.042, 0.802], [-0.423, 1.813, -0.182], [-0.302, -0.747, -0.535], [0.179, 0.555, 0.257], [0.214, -0.145, 0.456], [-0.884, -0.357, -0.935], [0.110, 0.135, -0.006], [-0.155, -0.320, -0.133], [-0.361, -0.127, 0.202], [0.391, 0.253, 0.023], [0.041, 0.043, -0.158], [0.329, -0.775, -0.066], [0.251, 0.211, 0.057], [-0.195, -0.951, 1.040], [0.065, 0.617, -0.806], [-1.497, -0.036, 0.176], [-0.032, 1.003, -0.828], [0.144, -0.399, 0.587], [1.420, -0.242, -0.295], [-0.034, -0.042, 0.061], [-0.080, 0.100, -0.020], [-0.231, 0.145, -0.259], [-0.008, 0.199, -0.129], [-0.173, -0.140, 0.031], [0.227, -0.292, 0.422]], "mulliken_charge": [-0.714, -0.094, 0.092, 0.283, 0.291, 0.059, 0.060, -0.584, 0.033, -0.019, 0.223, 0.307, -0.169, -0.544, 0.272, 0.411, -0.343, 0.350, -0.991, 0.256, 0.168, 0.310, 0.385, 0.105, -0.350, -0.657, 0.118, 0.027, 0.553, 0.096, -0.498, 0.560, 0.283, -0.092, 0.349, -0.420, 0.158, -0.569, 0.453, 0.235, -0.349, 0.343, 0.094, -0.498, -0.441, 0.458, 0.236, 0.188, -0.020, -0.500, -0.168, 0.455, -0.080, 0.082, 0.154, 0.022, 1.571, -0.421, 0.468, -0.710, -0.202, 0.484, -1.325, 0.635, 0.238, -1.550, 0.388, -0.739, 0.175, 0.921, -0.302, 0.571, -0.626, -0.369, 0.501, 0.216, -0.129, 0.275, -1.010, 0.378, -1.501, 0.354, -0.302, 0.418, 0.422, -0.598, -0.402, 0.363, 0.383, 0.375, 0.367, 0.188, 0.120, -0.636, 0.582, 0.536, -0.438, 0.502, -0.583, -0.456, 0.441, 0.140, -0.161, 0.280, -0.119, -0.065, -1.587, 2.549, -0.192, -0.385, 0.504, -0.564, -0.232, 0.413, 0.662, -0.173, -1.489, 0.218, 0.258, -0.364, 0.226, -0.486, -0.423, 0.437, -0.583, 0.045, -0.243, 0.528, 0.133, 0.277, 0.191, 0.378, -1.696, 0.591, -0.777, -0.168, -0.043, 0.197, -0.166, 0.348, 0.382, 0.433, 0.216, 0.444, 0.307, -1.361, 0.308, -0.489, -0.374, 0.281, -0.304, 0.016, 0.344, 0.303, 0.401, 0.250, 0.294, 0.327, 2.329, 2.611, 0.944, -0.082, -0.178, -0.411, -0.104, -1.212, -0.024, -1.496, -1.232, -0.225, -1.096], "multiplicity": 1, "energy_ev": -121834.21304}